C66H65F7N6 | ωB97M-V/def2-TZVPD

Structure (XYZ):
```
144
Properties=species:S:1:pos:R:3:mulliken_charge:R:1
F 2.19 -4.42 5.05 -0.393
F -3.36 5.99 -0.18 -0.434
F -3.25 -3.77 -2.27 -0.419
F -5.48 0.08 2.57 -0.432
F 1.42 4.03 4.48 -0.354
F 4.25 -1.45 1.68 -0.046
F 3.33 -3.68 -3.21 -0.367
N 2.22 3.66 0.61 0.373
N -1.41 -1.67 -0.17 1.110
N -0.13 2.17 -2.12 1.464
N 5.17 1.82 -1.23 0.301
N -2.96 2.45 2.80 0.332
N 2.37 0.68 -3.66 0.677
C 2.23 2.97 4.31 0.406
C 2.48 4.80 -0.14 -0.735
C 3.93 -4.69 0.07 -0.716
C -1.92 -0.54 0.47 -0.160
C -0.72 0.98 -2.53 -0.541
C 4.12 -3.32 0.29 -0.073
C 1.33 -3.38 4.73 0.243
C 0.91 3.50 0.77 -0.987
C 0.93 -2.49 5.71 -1.139
C 3.90 -4.96 2.52 -0.828
C -2.19 2.19 4.86 -0.824
C -4.92 -2.60 -5.24 -0.479
C 3.82 -5.51 1.23 -0.627
C -2.06 3.46 2.96 -0.405
C 3.04 -0.35 -2.99 -0.380
C -4.33 -0.74 -3.76 -0.090
C -4.48 -1.98 2.65 -0.388
C 3.54 3.12 4.74 -0.844
C 0.83 -3.39 3.44 -0.290
C -0.13 -2.49 3.12 -0.364
C -0.25 -4.02 -3.54 -0.528
C -0.84 0.27 0.76 0.469
C -3.75 4.78 -0.61 0.421
C 4.14 -2.79 1.55 0.400
C 4.34 -0.47 -3.51 -0.462
C 1.69 1.74 3.94 0.082
C 4.44 0.59 -4.45 -1.239
C -0.52 -1.46 3.98 -0.521
C -4.79 4.20 0.04 -0.774
C -0.15 3.11 -3.09 -0.182
C -3.54 2.99 -2.10 0.481
C 4.96 1.04 -0.12 -0.399
C 5.98 2.94 0.55 -0.678
C -0.10 -1.50 -0.31 -2.430
C -3.03 1.66 3.92 -0.587
C 5.74 2.99 -0.82 -0.929
C -4.41 -3.27 2.11 -0.330
C 2.55 0.66 3.93 0.081
C -3.80 -1.62 -2.83 0.972
C -0.48 -3.16 -4.60 -0.310
C 0.22 4.54 0.14 0.460
C -5.25 2.98 -0.44 -0.283
C -4.66 2.38 -1.54 -0.655
C 3.86 0.76 4.35 -1.102
C -4.83 -1.25 -4.97 -0.816
C -5.10 -3.64 0.93 -0.901
C -5.34 -1.10 2.03 0.833
C -0.99 1.15 -3.86 -0.009
C -3.09 4.23 -1.67 -0.623
C 0.99 -4.16 -3.02 -0.496
C 3.96 -3.54 2.67 -0.162
C -4.36 -3.49 -4.31 -0.591
C 2.04 -3.59 -3.68 0.128
C 0.57 -2.52 -5.18 -0.519
C -0.66 2.48 -4.20 -1.405
C 0.32 -0.36 0.28 1.076
C 1.26 5.35 -0.43 -0.992
C 4.34 1.99 4.78 -0.266
C -6.05 -2.75 0.46 -0.564
C 5.47 1.68 0.96 -0.353
C 3.22 1.23 -4.58 -0.299
C 1.84 -2.73 -4.74 -0.153
C 0.04 -1.47 5.27 -0.380
C -3.82 -2.94 -3.17 0.053
C -1.61 3.34 4.26 -0.411
C -6.11 -1.44 0.93 -0.442
H -0.91 4.10 4.69 0.497
H -4.99 1.45 -1.98 0.262
H -0.57 -2.52 2.15 0.623
H 4.50 -0.15 4.35 0.329
H -3.09 2.42 -2.93 0.118
H -2.95 -0.45 0.70 0.274
H 6.12 3.74 -1.47 0.482
H 5.11 -1.18 -3.18 0.381
H -3.94 -1.67 3.57 0.444
H 5.34 2.18 5.18 0.353
H 2.19 -0.31 3.64 0.527
H -3.40 2.20 1.95 0.236
H -1.79 4.14 2.10 0.317
H -1.26 -0.73 3.63 0.457
H 0.53 -2.15 -0.89 0.255
H 4.25 -2.69 -0.61 0.324
H 3.88 4.11 5.06 0.450
H 0.20 4.12 -2.88 0.586
H -1.96 -2.33 -0.70 0.015
H -5.41 -2.79 -6.17 0.415
H 3.71 -5.66 3.35 0.316
H 1.16 -4.70 -2.09 0.427
H 0.63 1.63 3.74 0.299
H -3.43 -1.33 -1.84 -0.031
H 2.95 3.19 1.17 0.149
H -5.35 -0.60 -5.68 0.395
H -6.10 2.49 0.06 0.362
H 0.19 2.33 -1.20 -0.161
H 5.29 0.89 -5.10 0.399
H -4.50 0.38 -3.56 -0.008
H 2.48 -0.93 -2.26 0.273
H -3.79 0.87 3.82 0.338
H 1.14 -4.13 2.78 0.814
H -1.32 0.44 -4.58 0.487
H -4.27 -4.52 -4.55 0.478
H 0.40 -1.84 -5.98 0.426
H -3.79 -4.02 2.59 0.405
H -1.46 -2.95 -4.91 0.456
H -0.07 -0.60 5.90 0.412
H 2.95 2.07 -5.25 0.414
H 3.52 5.09 -0.37 0.405
H 1.37 -0.04 0.36 0.332
H 6.44 3.68 1.19 0.396
H -0.82 4.69 0.09 0.332
H -0.94 3.00 -5.10 0.431
H -0.81 0.14 -1.84 -0.821
H -2.27 4.64 -2.18 0.693
H 1.03 6.23 -1.06 0.463
H -5.27 4.61 0.91 0.491
H 1.29 -2.58 6.71 0.493
H 2.72 -2.27 -5.16 0.493
H -0.99 -4.58 -3.01 0.468
H 0.52 2.77 1.46 0.535
H 1.39 0.84 -3.59 0.404
H -0.90 1.24 1.27 -0.919
H 5.47 1.35 1.99 0.527
H -5.01 -4.65 0.58 0.484
H 3.74 -5.07 -0.92 0.588
H -6.75 -0.73 0.49 0.501
H 4.53 0.08 -0.24 0.442
H -1.97 1.96 5.89 0.504
H 3.70 -6.57 1.17 0.434
H 4.98 1.53 -2.17 0.222
H 3.85 -3.06 3.67 0.404
H -6.59 -3.01 -0.41 0.443
```

Values from the calculation:
M (Da): 1075.27
Orbital gap (eV): 8.4
E_HOMO (eV): -7.98
Total charge: 0
Lowest unoccupied orbital energy (eV): 0.436